(1)
The following is a DFT calculation (ωB97M-V/def2-TZVPD) of C30H43CeF5P2S as an isolated structure in a non-equilibrium geometry.

Calculated values
2S+1   1
E_tot   -87709.7720 eV
HOMO energy (spin up / spin down)   -11.32 / -11.32 eV
Kohn-Sham gap (spin up / spin down)   3.002 / 3.017 eV
Charge   +2

XYZ file:
```
82
C30H43CeF5P2S, DFT ωB97M-V/def2-TZVPD
Ce 0.2142 -0.7664 -2.9664
C -0.5594 -2.9836 2.2233
C 0.7733 -2.9544 1.7213
C 0.6099 -1.4129 3.4225
C -0.6650 -2.0026 3.2553
C 1.5043 -1.9997 2.4787
C -1.6886 -3.8130 1.7441
H -1.3648 -4.5163 0.9728
H -2.5128 -3.2050 1.3413
H -2.1149 -4.3896 2.5784
C -1.8873 -1.6429 4.0120
H -2.7354 -2.2676 3.6936
H -2.1355 -0.5783 3.8198
H -1.7248 -1.7555 5.0986
C 0.9399 -0.3521 4.3969
H 0.6173 -0.6304 5.4169
H 0.4190 0.5880 4.1355
H 2.0230 -0.1533 4.4174
C 2.9212 -1.6117 2.2968
H 3.5128 -1.9030 3.1761
H 3.0238 -0.5223 2.1657
H 3.3513 -2.1115 1.4210
C 1.3508 -3.8454 0.6901
H 1.8386 -4.7276 1.1444
H 2.1179 -3.3115 0.1073
H 0.5772 -4.2118 -0.0040
C -1.3351 0.4079 -4.2863
C -1.4749 -1.0098 -4.3326
C -0.7580 -1.9339 -5.2962
C 0.7367 -1.6555 -5.6708
C 1.6854 -0.9234 -4.7245
C 1.6996 0.3968 -4.2766
C 0.9275 1.5795 -4.8680
C -0.5264 1.2675 -5.2565
H -1.3845 -1.8230 -6.1981
H 0.6926 -1.2059 -6.6742
H -0.8852 -2.9832 -4.9629
H -0.5525 0.8959 -6.2917
H -2.2386 0.9411 -3.9325
H -2.2350 -1.4574 -3.6485
H -1.0500 2.2339 -5.3070
H 0.9340 2.3899 -4.1223
H 2.4506 0.6603 -3.4898
H 1.4937 1.9652 -5.7411
H 1.1559 -2.6579 -5.8346
H 2.4805 -1.5746 -4.3473
P -2.2166 0.0192 -0.2082
P 1.9359 0.9659 0.3181
C -1.0207 1.2404 -1.0655
C 0.3667 1.7320 -0.5359
H -1.6811 2.1262 -0.9612
H -1.0479 1.1125 -2.1921
H 0.7401 2.5009 -1.2437
H 0.0721 2.2535 0.3983
C 2.7774 2.5600 0.7437
H 3.5855 2.2781 1.4331
H 2.1122 3.2638 1.2409
H 3.1999 3.0299 -0.1574
C 3.2533 0.6469 -0.9453
H 3.5189 1.5661 -1.5012
H 3.0388 -0.1659 -1.6574
H 4.1234 0.3251 -0.3286
C -3.6899 0.2332 -1.3029
H -4.4328 -0.5082 -0.9747
H -3.4602 0.0063 -2.3636
H -4.1103 1.2382 -1.2226
C -1.9302 -1.7313 -0.8443
H -1.3074 -2.2527 -0.1066
H -1.5583 -1.9623 -1.8683
H -2.9262 -2.1903 -0.8032
F 0.0380 5.4177 6.3249
C -0.3657 4.5405 5.3911
C 0.0409 4.6868 4.0618
F 0.8820 5.6914 3.7330
C -0.3949 3.7918 3.0961
F -0.0740 4.0311 1.7917
C -1.1782 2.6534 3.4042
S -1.5301 1.4232 2.2980
C -1.6329 2.5934 4.7489
F -2.5007 1.6091 5.0818
C -1.2236 3.4943 5.7180
F -1.6258 3.3468 7.0014
```

And the Löwdin charges, in e, turn out to be:
1 Ce 1.30
2 C -0.18
3 C -0.14
4 C -0.08
5 C -0.18
6 C -0.21
7 C -0.04
8 H 0.08
9 H 0.08
10 H 0.11
11 C -0.03
12 H 0.09
13 H 0.02
14 H 0.11
15 C 0.03
16 H 0.12
17 H 0.08
18 H 0.10
19 C -0.08
20 H 0.10
21 H 0.02
22 H 0.07
23 C 0.00
24 H 0.13
25 H 0.08
26 H 0.08
27 C -0.24
28 C -0.33
29 C -0.14
30 C -0.13
31 C -0.24
32 C -0.25
33 C -0.11
34 C -0.14
35 H 0.16
36 H 0.14
37 H 0.14
38 H 0.14
39 H 0.14
40 H 0.13
41 H 0.14
42 H 0.13
43 H 0.12
44 H 0.16
45 H 0.14
46 H 0.14
47 P 0.89
48 P 0.91
49 C -0.44
50 C -0.41
51 H 0.10
52 H 0.01
53 H 0.09
54 H -0.01
55 C -0.26
56 H 0.06
57 H 0.03
58 H 0.05
59 C -0.32
60 H 0.05
61 H 0.00
62 H 0.07
63 C -0.27
64 H 0.06
65 H 0.03
66 H 0.06
67 C -0.30
68 H 0.01
69 H -0.03
70 H 0.07
71 F 0.14
72 C -0.11
73 C -0.13
74 F 0.11
75 C -0.21
76 F 0.04
77 C -0.58
78 S 0.68
79 C -0.22
80 F 0.07
81 C -0.12
82 F 0.12

=====

(2)
The following is a DFT calculation (ωB97M-V/def2-TZVPD) of C30H43F5HoOP2 as an isolated structure in a non-equilibrium geometry.

Calculated values
2S+1   5
E_tot   -91813.7150 eV
HOMO energy (spin up / spin down)   -10.62 / -10.62 eV
Kohn-Sham gap (spin up / spin down)   7.543 / 7.659 eV
Charge   +1

XYZ file:
```
82
C30H43F5HoOP2, DFT ωB97M-V/def2-TZVPD
Ho -0.4169 0.2925 0.0717
C -0.8040 -2.0623 0.9428
C 0.5429 -2.0879 0.4430
C 0.4966 -0.7570 2.3312
C -0.8224 -1.2424 2.1082
C 1.3367 -1.2594 1.2960
C -1.9537 -2.8531 0.4390
H -1.7453 -3.2691 -0.5531
H -2.8541 -2.2281 0.3559
H -2.1900 -3.6841 1.1221
C -1.9598 -1.0660 3.0417
H -2.8825 -1.4727 2.6182
H -2.1142 -0.0044 3.2495
H -1.7822 -1.5527 4.0125
C 0.9395 -0.0140 3.5303
H 0.9156 -0.6585 4.4223
H 0.2697 0.8293 3.7219
H 1.9576 0.3606 3.4001
C 2.8079 -1.0953 1.2436
H 3.3202 -1.6940 2.0142
H 3.0795 -0.0429 1.4128
H 3.2075 -1.3957 0.2690
C 1.0640 -2.9629 -0.6354
H 1.4614 -3.9231 -0.2680
H 1.8786 -2.4622 -1.1745
H 0.2750 -3.1891 -1.3645
C -2.0413 0.9369 -6.5381
C -1.9750 -0.3965 -6.6699
C -1.1195 -1.1231 -7.6630
C 0.2506 -0.4610 -7.9783
C 0.9879 0.0619 -6.7839
C 0.9450 1.3240 -6.3267
C 0.0378 2.4047 -6.8287
C -1.3154 1.9233 -7.4017
H -1.6673 -1.2279 -8.6130
H 0.1320 0.2924 -8.7642
H -0.9296 -2.1474 -7.3097
H -1.1857 1.5539 -8.4225
H -2.7834 1.3852 -5.8704
H -2.7043 -1.0286 -6.1563
H -1.9610 2.8067 -7.4828
H -0.1709 3.1220 -6.0206
H 1.7097 1.6546 -5.6195
H 0.5587 2.9720 -7.6156
H 0.8792 -1.2537 -8.4110
H 1.7060 -0.6491 -6.3612
P -1.2562 0.2001 -2.5370
P 1.6296 1.5142 -1.4280
C -0.3252 1.4435 -3.5449
C 0.7037 2.3333 -2.8206
H -1.0786 2.0712 -4.0507
H 0.1784 0.8599 -4.3289
H 1.4630 2.6854 -3.5340
H 0.2034 3.2284 -2.4170
C 2.3651 2.9334 -0.5439
H 3.0468 2.5498 0.2296
H 1.5814 3.5255 -0.0466
H 2.9266 3.5803 -1.2360
C 3.0458 0.7173 -2.2355
H 3.5254 1.4083 -2.9468
H 2.7097 -0.1770 -2.7696
H 3.7795 0.4112 -1.4799
C -2.9838 0.7890 -2.5967
H -3.6041 0.0841 -2.0296
H -3.3256 0.8400 -3.6368
H -3.0764 1.7723 -2.1182
C -1.2399 -1.3173 -3.5279
H -0.2550 -1.7897 -3.4683
H -1.4731 -1.0989 -4.5778
H -1.9884 -2.0086 -3.1179
F -2.5249 6.6328 3.5415
C -2.1366 5.4581 3.0152
C -1.7954 5.3829 1.6664
F -1.8652 6.4964 0.9196
C -1.3864 4.1850 1.1098
F -1.0562 4.1517 -0.2153
C -1.3178 3.0070 1.8677
O -0.9556 1.8833 1.2877
C -1.6540 3.1077 3.2319
F -1.6081 2.0169 4.0593
C -2.0538 4.3073 3.7840
F -2.3669 4.3805 5.0966
```

And the Löwdin charges, in e, turn out to be:
1 Ho 1.35
2 C -0.34
3 C -0.33
4 C -0.30
5 C -0.32
6 C -0.32
7 C -0.04
8 H 0.07
9 H 0.08
10 H 0.10
11 C -0.02
12 H 0.08
13 H 0.07
14 H 0.11
15 C -0.01
16 H 0.11
17 H 0.07
18 H 0.08
19 C -0.04
20 H 0.10
21 H 0.07
22 H 0.07
23 C -0.04
24 H 0.10
25 H 0.07
26 H 0.06
27 C -0.12
28 C -0.14
29 C -0.17
30 C -0.19
31 C -0.10
32 C -0.15
33 C -0.17
34 C -0.18
35 H 0.13
36 H 0.10
37 H 0.11
38 H 0.10
39 H 0.10
40 H 0.10
41 H 0.12
42 H 0.10
43 H 0.10
44 H 0.13
45 H 0.12
46 H 0.11
47 P 0.79
48 P 0.79
49 C -0.40
50 C -0.37
51 H 0.09
52 H 0.05
53 H 0.08
54 H 0.08
55 C -0.24
56 H 0.05
57 H 0.04
58 H 0.06
59 C -0.25
60 H 0.06
61 H 0.04
62 H 0.05
63 C -0.25
64 H 0.05
65 H 0.04
66 H 0.06
67 C -0.24
68 H 0.05
69 H 0.01
70 H 0.06
71 F 0.13
72 C -0.13
73 C -0.13
74 F 0.12
75 C -0.13
76 F 0.06
77 C -0.25
78 O -0.25
79 C -0.10
80 F 0.07
81 C -0.12
82 F 0.12

=====

(3)
The following is a DFT calculation (ωB97M-V/def2-TZVPD) of C30H43F5N4OS3Si4Zn as an isolated structure.

Calculated values
2S+1   1
E_tot   -165839.4188 eV
HOMO energy   -7.57 eV
Kohn-Sham gap   7.534 eV
Charge   0

XYZ file:
```
91
C30H43F5N4OS3Si4Zn, DFT ωB97M-V/def2-TZVPD
Zn -0.1812 1.0428 0.1911
F -1.0908 8.1970 0.1441
C -1.3171 6.8858 0.0818
C -0.2904 5.9867 0.2721
F 0.9443 6.4302 0.5239
C -0.5488 4.6322 0.2018
F 0.4730 3.8025 0.4339
C -1.7988 4.1027 -0.0782
S -2.1451 2.3873 -0.2091
C -2.8063 5.0438 -0.2555
F -4.0508 4.6349 -0.5165
C -2.5824 6.4044 -0.1720
F -3.5899 7.2644 -0.3392
C 0.2629 -5.0289 1.2485
C -0.2529 -3.8956 2.0559
N -0.6949 -3.9626 3.2717
N -1.0523 -2.6743 3.5551
C -0.8373 -1.8058 2.5552
S -1.1821 -0.1553 2.5532
N -0.3324 -2.6020 1.5882
N 0.1456 -2.1314 0.3618
H 0.2448 -5.9266 1.8613
H 1.2900 -4.8422 0.9252
H -0.3576 -5.1878 0.3644
H -1.4176 -2.4311 4.4582
H 0.4428 -2.9199 -0.1976
H -0.6076 -1.6369 -0.1168
O -1.7704 -0.4752 -0.8660
S -3.0059 -0.7619 -1.6857
C -3.2886 -2.5220 -1.4840
C -3.2194 -3.0794 -0.2135
C -3.4059 -4.4425 -0.0636
C -3.6639 -5.2388 -1.1793
C -3.7471 -4.6689 -2.4402
C -3.5548 -3.2992 -2.5985
C -4.4528 -0.2601 -0.7642
C -5.6662 -0.2867 -1.4412
C -6.8169 0.0876 -0.7673
C -6.7396 0.5016 0.5591
C -5.5165 0.5292 1.2146
C -4.3582 0.1392 0.5541
H -3.0437 -2.4418 0.6483
H -3.3594 -4.8856 0.9254
H -3.8024 -6.3064 -1.0606
H -3.9582 -5.2862 -3.3048
H -3.6134 -2.8406 -3.5800
H -5.7089 -0.5943 -2.4820
H -7.7713 0.0638 -1.2780
H -7.6387 0.8103 1.0774
H -5.4535 0.8647 2.2425
H -3.3965 0.1658 1.0528
C 4.3251 -0.5113 -2.5117
Si 2.5017 -0.4555 -2.0716
C 1.9254 -2.2499 -2.1032
C 1.5825 0.4179 -3.4512
Si 2.1816 0.6529 -0.0465
Si 3.1929 -0.5279 1.7188
C 2.6005 0.0714 3.3915
C 5.0454 -0.2169 1.6301
C 3.0584 -2.4051 1.7137
Si 3.2896 2.7252 -0.1211
C 3.0385 3.6024 1.5229
C 5.1502 2.6435 -0.3723
C 2.6502 3.7107 -1.5912
H 4.4815 -0.9629 -3.4983
H 4.8871 -1.1022 -1.7786
H 4.7625 0.4910 -2.5309
H 2.3256 -2.7585 -2.9865
H 0.8293 -2.3135 -2.1495
H 2.2657 -2.7970 -1.2167
H 1.6171 -0.1577 -4.3823
H 2.0104 1.4073 -3.6474
H 0.5298 0.5642 -3.1820
H 3.0303 1.0510 3.6299
H 2.8794 -0.6283 4.1874
H 1.5121 0.1834 3.4080
H 5.2828 0.8133 1.9120
H 5.4286 -0.3762 0.6151
H 5.5914 -0.8851 2.3048
H 2.0575 -2.7566 1.9676
H 3.7531 -2.8148 2.4558
H 3.3311 -2.8233 0.7375
H 3.8966 3.4266 2.1799
H 2.1440 3.2475 2.0401
H 2.9292 4.6822 1.3849
H 5.6695 2.2497 0.5037
H 5.5369 3.6509 -0.5643
H 5.4253 2.0157 -1.2244
H 1.6332 3.4176 -1.8691
H 3.2956 3.5479 -2.4610
H 2.6372 4.7838 -1.3717
```

And the Löwdin charges, in e, turn out to be:
1 Zn 0.35
2 F 0.13
3 C -0.15
4 C -0.14
5 F 0.11
6 C -0.24
7 F 0.00
8 C -0.51
9 S 0.68
10 C -0.25
11 F 0.08
12 C -0.15
13 F 0.12
14 C 0.01
15 C -0.36
16 N 0.13
17 N 0.03
18 C -0.76
19 S 0.64
20 N -0.08
21 N 0.13
22 H 0.09
23 H 0.08
24 H 0.08
25 H 0.15
26 H 0.06
27 H 0.02
28 O -0.66
29 S 1.04
30 C -0.37
31 C -0.07
32 C -0.07
33 C -0.07
34 C -0.07
35 C -0.07
36 C -0.40
37 C -0.08
38 C -0.07
39 C -0.07
40 C -0.05
41 C -0.13
42 H 0.11
43 H 0.11
44 H 0.11
45 H 0.11
46 H 0.11
47 H 0.11
48 H 0.11
49 H 0.11
50 H 0.11
51 H 0.02
52 C -0.22
53 Si 0.30
54 C -0.22
55 C -0.22
56 Si 0.34
57 Si 0.32
58 C -0.22
59 C -0.22
60 C -0.21
61 Si 0.33
62 C -0.22
63 C -0.22
64 C -0.22
65 H 0.03
66 H 0.03
67 H 0.01
68 H 0.04
69 H 0.02
70 H 0.00
71 H 0.03
72 H 0.02
73 H 0.02
74 H 0.03
75 H 0.03
76 H -0.03
77 H 0.01
78 H 0.02
79 H 0.03
80 H -0.01
81 H 0.04
82 H 0.02
83 H 0.03
84 H 0.02
85 H 0.03
86 H 0.00
87 H 0.04
88 H 0.01
89 H 0.02
90 H 0.03
91 H 0.03

=====

(4)
The following is a DFT calculation (ωB97M-V/def2-TZVPD) of C30H43N5O4 as an isolated structure in a non-equilibrium geometry.

Calculated values
2S+1   1
E_tot   -47400.3328 eV
HOMO energy   -6.83 eV
Kohn-Sham gap   7.278 eV
Charge   0

XYZ file:
```
82
C30H43N5O4, DFT ωB97M-V/def2-TZVPD
O -0.8451 3.6051 -0.5143
C -1.7603 2.7957 -0.3494
O -2.4687 2.2859 -1.3112
C -3.2075 1.1692 -0.8282
C -3.4479 1.5510 0.6116
C -2.2661 2.3650 1.0049
H -2.5340 0.3135 -0.8760
H -4.1230 0.9218 -1.3656
H -3.6076 0.6785 1.2452
H -4.3646 2.1242 0.7499
H -1.5886 1.6735 1.5057
H -2.4650 3.1806 1.7002
N 0.2201 -0.7561 -1.2048
C -0.5987 0.3308 -0.9929
C -0.8605 0.4264 0.3225
C -0.1485 -0.6546 0.8496
C 0.5840 -1.4190 -0.1106
H 0.5016 -1.0038 -2.1427
H -0.7801 0.8896 -1.8991
H -1.3769 1.0865 1.0037
H -0.2751 -0.8146 1.9102
H 1.1027 -2.3659 -0.1369
N 2.7945 -1.8404 -2.4908
C 2.5586 -1.1501 -3.6816
C 1.1735 -1.1473 -3.7669
C 0.6675 -1.8866 -2.7239
C 1.6609 -2.1648 -1.8618
H 3.7411 -1.9844 -2.1694
H 3.3482 -0.6655 -4.2367
H 0.6312 -0.7668 -4.6198
H -0.4095 -1.9065 -2.6457
H 1.7535 -2.5459 -0.8556
N 0.7232 -1.1042 4.7570
C 0.5697 -1.8864 3.6774
C -0.4409 -1.3542 2.9296
C -1.0243 -0.3210 3.6643
C -0.3532 -0.2774 4.8401
H 1.4774 -1.2411 5.4146
H 1.3416 -2.6316 3.5541
H -0.7968 -1.5990 1.9398
H -1.8529 0.3243 3.4127
H -0.5639 0.3022 5.7267
N -2.9146 -3.8896 -1.9836
C -2.4560 -3.6019 -0.7349
C -1.5710 -2.5275 -0.8293
C -1.6354 -2.0586 -2.1530
C -2.5106 -2.8892 -2.8183
H -3.5001 -4.6506 -2.2971
H -2.7607 -4.2340 0.0861
H -0.9073 -2.0773 -0.1059
H -1.1230 -1.1563 -2.4525
H -2.8538 -2.9752 -3.8386
N 4.5496 -0.1644 0.9457
C 3.8900 -1.3078 0.8766
C 2.6019 -1.0491 0.9045
C 2.4483 0.3403 1.1176
C 3.7272 0.8230 1.3799
H 5.5358 -0.0330 1.1199
H 4.3911 -2.2643 0.8944
H 1.8422 -1.8154 0.9487
H 1.5278 0.9048 1.1364
H 4.1735 1.8012 1.4819
C -1.1628 2.0964 -2.7428
C 0.1267 2.2575 -3.5513
O 0.2896 3.1609 -4.3638
C 1.3392 1.3655 -3.5350
H -0.9454 2.2125 -1.6810
H -1.5597 1.1015 -2.9443
H -1.8384 2.9472 -2.8310
H 0.9083 0.3674 -3.4549
H 1.9541 1.5460 -2.6533
H 1.9254 1.4730 -4.4476
C 0.9547 1.4401 1.9615
C -0.1746 2.3020 2.5627
O -0.9601 2.7325 1.7866
C 0.0804 2.7681 3.9534
H 0.6817 0.4010 2.1453
H 1.8907 1.6648 2.4728
H 0.9994 1.6416 0.8912
H -0.8200 2.5397 4.5236
H 0.1465 3.8463 3.8079
H 1.0202 2.4244 4.3856
```

And the Löwdin charges, in e, turn out to be:
1 O 0.17
2 C -0.43
3 O -0.08
4 C -0.11
5 C -0.10
6 C -0.30
7 H 0.10
8 H 0.14
9 H 0.13
10 H 0.12
11 H 0.03
12 H 0.19
13 N -0.01
14 C -0.08
15 C -0.02
16 C -0.16
17 C -0.21
18 H -0.08
19 H 0.03
20 H 0.02
21 H -0.08
22 H 0.09
23 N 0.10
24 C -0.06
25 C -0.13
26 C -0.21
27 C -0.12
28 H 0.15
29 H 0.12
30 H 0.14
31 H 0.00
32 H 0.09
33 N 0.03
34 C -0.08
35 C -0.19
36 C -0.06
37 C -0.12
38 H 0.16
39 H 0.12
40 H 0.11
41 H 0.13
42 H 0.12
43 N 0.01
44 C -0.08
45 C -0.03
46 C -0.15
47 C -0.08
48 H 0.15
49 H 0.11
50 H 0.06
51 H 0.12
52 H 0.11
53 N -0.01
54 C -0.17
55 C -0.12
56 C -0.09
57 C -0.08
58 H 0.15
59 H 0.12
60 H 0.09
61 H -0.11
62 H 0.12
63 C -0.09
64 C -0.37
65 O 0.04
66 C -0.03
67 H 0.05
68 H 0.12
69 H 0.14
70 H 0.00
71 H 0.11
72 H 0.10
73 C -0.11
74 C -0.38
75 O 0.00
76 C 0.00
77 H 0.09
78 H 0.13
79 H 0.16
80 H 0.08
81 H 0.09
82 H 0.09